[1]
One molecule with the formula CH3N3O2S. Source: the OMol25 dataset; level of theory: ωB97M-V/def2-TZVPD.

Geometry as XYZ:
```
10
Properties=species:S:1:pos:R:3:nbo_charge:R:1
O 2.718 1.750 2.099 -0.31
N 1.904 1.290 1.354 0.18
N 0.705 0.575 1.815 -0.19
N 0.003 0.126 0.796 -0.03
O -1.162 0.923 0.505 -0.59
C 0.766 -0.100 -0.387 -0.37
S 2.153 1.121 -0.362 0.34
H -1.785 0.741 1.217 0.48
H 1.214 -1.096 -0.344 0.23
H 0.153 0.017 -1.278 0.25
```

- Energy relative to the best compared isomer or geometry (same formula, charge and spin): 125.33 kcal per mole
- SMILES: [O-][N+]1=NN(O)CS1
- Kohn-Sham gap (alpha / beta): 8.359 / 8.351 eV
- Net charge: 0
- HOMO energy (alpha / beta): -8.802 / -8.798 eV

=====

[2]
A 2-piece molecular cluster, C3H9N4 overall. Source: the OMol25 dataset; level of theory: ωB97M-V/def2-TZVPD.

Geometry as XYZ:
```
16
Properties=species:S:1:pos:R:3:nbo_charge:R:1
C -0.221 1.894 0.846 -0.05
C -1.249 1.096 -1.479 0.26
C -0.526 -1.622 0.771 -0.41
N -0.210 0.705 1.133 -0.13
N -1.067 0.030 -0.914 -0.06
N 1.571 -0.693 -0.437 -1.09
N -0.747 -0.256 0.323 -0.03
H 0.195 2.647 1.450 0.26
H -0.650 2.282 -0.173 0.14
H -1.453 1.788 -2.228 0.29
H 1.666 0.114 -0.964 0.35
H 0.053 -2.264 0.190 0.23
H 0.033 -1.382 1.714 0.26
H -1.379 -2.158 1.057 0.22
H 1.416 -1.388 -1.169 0.36
H 2.566 -0.794 -0.121 0.39
```

- Energy relative to the best compared isomer or geometry (same formula, charge and spin): 155.68 kcal per mole
- Kohn-Sham gap: 8.263 eV
- Net charge: +1
- HOMO energy: -14.203 eV

=====

[3]
C16H58B4N2O5Zn as an isolated structure. Source: the OMol25 dataset; level of theory: ωB97M-V/def2-TZVPD.

Geometry as XYZ:
```
86
Properties=species:S:1:pos:R:3:mulliken_charge:R:1
Zn 2.580 -2.483 2.363 0.93
B 5.010 -0.112 1.862 0.31
H 5.568 -1.035 1.882 -0.23
H 4.299 -0.265 1.065 -0.31
H 4.477 0.010 2.792 -0.30
H 5.666 0.728 1.696 -0.16
B 3.653 -5.723 0.638 0.09
H 4.418 -5.301 1.272 -0.23
H 3.824 -6.767 0.425 -0.17
H 2.704 -5.603 1.136 -0.25
H 3.602 -5.218 -0.315 -0.20
B 2.432 -3.796 5.805 0.27
H 2.487 -3.749 6.881 -0.20
H 3.402 -3.796 5.332 -0.26
H 1.919 -4.674 5.443 -0.22
H 1.957 -2.894 5.452 -0.32
B -0.561 -1.719 0.788 0.41
H -0.062 -0.878 1.243 -0.29
H -1.581 -1.470 0.538 -0.25
H -0.003 -2.068 -0.067 -0.31
H -0.565 -2.532 1.498 -0.30
C 2.025 -3.354 -5.634 -0.70
O 0.592 -3.130 -5.438 -0.30
C 0.010 -1.835 -5.004 -0.52
C -1.509 -1.870 -5.094 -0.85
N -1.951 -2.915 -4.167 -0.11
C -3.433 -3.157 -4.318 -0.67
C -4.000 -3.846 -3.055 -0.62
O -3.408 -5.158 -2.767 -0.34
C -3.449 -5.694 -1.437 -0.63
H 2.079 -4.384 -5.985 0.21
H 2.391 -3.296 -4.609 0.32
H 2.490 -2.593 -6.262 0.26
H 0.269 -1.037 -5.700 0.35
H 0.287 -1.425 -4.033 0.39
H -1.795 -2.195 -6.094 0.38
H -1.987 -0.899 -4.963 0.44
H -1.703 -2.562 -3.254 0.17
H -3.616 -3.699 -5.246 0.35
H -3.979 -2.230 -4.494 0.36
H -5.090 -3.869 -3.049 0.39
H -3.789 -3.265 -2.157 0.35
H -4.474 -5.491 -1.128 0.30
H -2.912 -4.974 -0.819 0.26
H -3.109 -6.719 -1.292 0.22
C 3.266 6.917 -2.546 -1.30
C 4.338 5.764 -2.718 0.46
C 5.767 6.379 -2.613 -0.79
O 6.813 5.337 -2.647 -0.31
C 8.112 5.827 -2.799 -0.68
N 4.017 4.793 -1.673 -0.63
H 2.220 6.624 -2.635 0.35
H 3.428 7.754 -3.225 0.32
H 3.346 7.230 -1.505 0.38
H 4.325 5.299 -3.704 0.23
H 5.774 6.863 -1.636 0.33
H 5.990 7.042 -3.449 0.41
H 8.902 5.080 -2.880 0.26
H 8.447 6.512 -2.019 0.28
H 8.021 6.390 -3.728 0.28
H 3.281 4.115 -1.811 0.19
H 4.788 4.271 -1.281 0.22
C -5.305 4.272 0.063 -1.26
C -5.586 5.740 0.384 0.58
C -5.118 6.597 -0.735 -1.49
O -6.979 5.890 0.384 -0.55
H -5.548 3.503 0.796 0.32
H -4.350 3.993 -0.383 0.38
H -5.876 3.985 -0.819 0.29
H -5.089 5.984 1.322 0.28
H -5.827 7.338 -1.103 0.43
H -5.096 6.084 -1.696 0.41
H -4.114 6.991 -0.578 0.32
H -7.162 6.117 -0.530 0.30
C -3.440 -2.724 9.186 -1.20
C -3.605 -2.890 7.660 0.49
C -3.329 -1.628 6.848 -1.33
O -2.872 -3.943 7.150 -0.53
H -2.539 -2.155 9.415 0.30
H -3.345 -3.723 9.609 0.32
H -4.310 -2.216 9.602 0.33
H -4.649 -3.142 7.470 0.24
H -4.262 -1.071 6.932 0.34
H -3.023 -1.654 5.802 0.38
H -2.562 -1.055 7.371 0.32
H -2.012 -3.549 6.989 0.33
```

- Energy relative to the best compared isomer or geometry (same formula, charge and spin): 116.14 kcal per mole
- Kohn-Sham gap: 4.468 eV
- Net charge: -2
- HOMO energy: -4.112 eV

=====

[4]
C2H2FKLiO2 as an isolated structure. Source: the OMol25 dataset; level of theory: ωB97M-V/def2-TZVPD.

Geometry as XYZ:
```
9
Properties=species:S:1:pos:R:3:mulliken_spin:R:1
F 1.872 -0.929 -0.608 -0.01
O 0.733 0.858 -0.759 0.00
O -0.594 1.190 -1.027 -0.05
C 0.903 -0.223 -0.026 0.00
C 0.527 -0.490 1.228 -0.02
H 0.217 0.332 1.868 0.00
H 0.946 -1.361 1.723 0.00
K -2.716 1.729 0.062 0.30
Li -1.887 -1.106 -2.460 0.77
```

- Energy relative to the best compared isomer or geometry (same formula, charge and spin): 6.82 kcal per mole
- Kohn-Sham gap (alpha / beta): 3.606 / 6.786 eV
- Net charge: 0
- HOMO energy (alpha / beta): -4.316 / -7.533 eV
- Spin multiplicity: 2